[1]
70
Properties=species:S:1:pos:R:3 method="wB97M-V/def2-TZVPD" de_lowest_kcal_mol=0.0 charge=+3 orbital_gap_ev=5.88 e_lumo_ev=-10.401 e_homo_ev=-16.281 fmax_ev_per_a=3.1
Al -0.859 0.223 0.532
P 0.994 -1.322 -0.601
P -1.031 1.311 -2.230
P -1.263 -1.033 2.499
H -5.276 1.499 1.328
C -4.377 0.971 0.968
C -3.250 1.995 0.948
H -3.507 2.805 1.671
C 0.460 -2.986 -1.174
C 2.254 -1.030 -1.915
C 2.160 -1.805 0.732
C -1.826 2.523 -3.374
C 0.698 1.731 -2.788
C -1.411 -0.180 -3.255
C -2.612 -0.913 3.690
C 0.182 -0.944 3.583
C -1.377 -2.760 1.983
H -4.238 0.171 1.712
H -2.265 1.566 1.367
H 1.362 -3.560 -1.425
H -0.159 -2.895 -2.076
H -0.094 -3.515 -0.389
H 3.007 -1.826 -1.839
H 2.755 -0.064 -1.774
H 1.815 -1.075 -2.919
H 3.027 -2.282 0.254
H 1.696 -2.520 1.423
H 2.505 -0.912 1.272
H -1.287 2.603 -4.333
H -1.848 3.505 -2.889
H -2.867 2.232 -3.564
H 1.189 0.958 -3.397
H 1.346 1.938 -1.925
H 0.690 2.650 -3.391
H -1.636 0.097 -4.293
H -2.309 -0.647 -2.838
H -0.622 -0.940 -3.255
H -2.618 -1.764 4.370
H -3.590 -0.886 3.220
H -2.543 -0.011 4.293
H 0.032 -1.586 4.454
H 0.352 0.082 3.921
H 1.099 -1.247 3.078
H -1.962 -3.335 2.705
H -0.406 -3.236 1.841
H -1.886 -2.843 1.019
C -4.807 0.346 -0.359
C -4.668 -1.030 -0.549
C -4.898 -1.580 -1.808
C -5.248 -0.747 -2.862
C -5.430 0.625 -2.650
C -5.365 1.114 -1.348
S -3.012 3.037 -0.595
H -3.972 3.863 -0.961
H -4.390 -1.700 0.260
H -4.853 -2.662 -1.931
H -5.469 -1.153 -3.851
H -5.661 1.314 -3.463
H -5.706 2.118 -1.103
C 2.785 2.712 0.526
N 2.023 2.794 1.780
C 0.819 2.295 1.985
N 0.288 2.464 3.209
O 0.219 1.594 1.064
H 2.917 1.671 0.151
H 3.790 3.091 0.727
H 2.357 3.347 -0.277
H 2.412 3.302 2.581
H -0.699 2.366 3.347
H 0.792 3.067 3.846

***

[2]
70
Properties=species:S:1:pos:R:3 method="wB97M-V/def2-TZVPD" de_lowest_kcal_mol=38.0 charge=+4 orbital_gap_ev="7.83 / 5.02" e_lumo_ev="-12.601 / -14.923" e_homo_ev="-20.430 / -19.943" fmax_ev_per_a=2.7
Sn -2.436 0.786 0.057
C -2.627 2.523 -2.884
C -1.454 3.216 -2.198
O -0.817 2.265 -1.325
C 0.206 2.816 -0.499
C -0.352 3.537 0.724
O -1.180 2.626 1.456
C -2.122 3.256 2.330
C -3.286 3.904 1.573
O -3.665 3.022 0.516
C -4.503 3.604 -0.488
C -4.708 2.541 -1.571
O -3.496 1.874 -1.955
H -2.247 1.730 -3.535
H -3.177 3.241 -3.500
H -1.787 4.087 -1.629
H -0.740 3.544 -2.960
H 0.833 3.509 -1.067
H 0.805 1.958 -0.170
H -0.934 4.405 0.412
H 0.473 3.878 1.362
H -1.623 4.002 2.958
H -2.497 2.448 2.969
H -3.003 4.872 1.145
H -4.116 4.062 2.273
H -4.031 4.506 -0.897
H -5.476 3.873 -0.059
H -5.204 2.971 -2.446
H -5.345 1.740 -1.164
C 0.284 -0.012 3.559
As -0.194 -1.253 2.119
C -0.914 -2.727 3.204
C 1.679 -1.863 1.671
C 1.832 -2.854 0.516
C 0.795 -3.974 0.637
C 1.685 -2.166 -0.841
As -0.178 -1.624 -1.412
C -0.916 -3.305 -2.130
C 0.295 -0.806 -3.132
C 3.194 -3.613 0.606
As 4.945 -2.741 0.155
C 5.367 -2.789 -1.743
C 5.341 -0.980 0.905
H 0.781 -0.579 4.353
H -0.615 0.432 3.987
H 0.938 0.788 3.211
H -0.085 -3.216 3.723
H -1.468 -3.474 2.637
H -1.588 -2.304 3.953
H 2.050 -2.299 2.604
H 2.259 -0.956 1.471
H -0.204 -3.530 0.611
H 0.903 -4.533 1.565
H 0.878 -4.676 -0.190
H 2.028 -2.844 -1.632
H 2.300 -1.258 -0.873
H -0.112 -3.892 -2.579
H -1.629 -3.042 -2.912
H -1.435 -3.913 -1.391
H 0.996 -1.457 -3.658
H 0.724 0.189 -3.030
H -0.614 -0.732 -3.733
H 3.172 -4.474 -0.071
H 3.317 -4.009 1.618
H 5.119 -3.765 -2.167
H 6.439 -2.618 -1.877
H 4.830 -1.996 -2.273
H 5.083 -0.936 1.964
H 4.814 -0.205 0.340
H 6.417 -0.795 0.804

***

[3]
91
Properties=species:S:1:pos:R:3 method="wB97M-V/def2-TZVPD" smiles="CCCN[C@@]1(P(O)O)OS(=O)(=O)[C@](O)(S(C)(=O)=O)[C@H](CC(=O)Br)[C@@]1(NCCC)B(O)CC.C[N+](=O)[O-].C[N+](=O)[O-].C[N+](=O)[O-].C[N+](=O)[O-]" orbital_gap_ev=8.14 e_lumo_ev=0.039 e_homo_ev=-8.097 fmax_ev_per_a=2.3
C -2.143 -2.593 2.670
C -1.667 -1.161 2.991
C -1.449 -0.262 1.746
N -0.089 0.079 1.426
C 0.693 1.195 1.938
B 1.565 0.511 3.136
O 1.554 1.039 4.402
C 2.497 -0.760 2.896
C 1.806 -2.136 2.803
C 1.706 1.582 0.792
C 1.111 1.697 -0.624
C 2.022 1.120 -1.678
O 2.612 0.103 -1.559
Br 2.124 2.097 -3.358
C 2.701 2.674 1.243
O 3.733 2.009 1.885
S 3.482 3.646 -0.155
C 4.516 4.856 0.628
O 2.519 4.343 -0.955
O 4.358 2.708 -0.809
S 2.002 3.957 2.383
O 1.643 5.139 1.663
O 3.032 4.129 3.373
O 0.758 3.338 3.126
C -0.146 2.359 2.486
N -0.958 1.903 3.609
C -2.312 2.424 3.731
C -2.959 1.867 5.022
C -4.389 1.382 4.809
P -0.988 3.405 1.111
O -2.264 2.557 0.548
O -1.511 4.760 1.853
H -1.463 -3.349 3.064
H -2.279 -2.763 1.602
H -3.109 -2.783 3.139
H -0.773 -1.188 3.614
H -2.443 -0.701 3.606
H -1.865 -0.818 0.903
H -2.114 0.585 1.851
H 0.376 -0.490 0.745
H 1.733 0.351 5.052
H 3.139 -0.633 2.023
H 3.180 -0.823 3.750
H 1.139 -2.225 1.949
H 1.291 -2.406 3.725
H 2.574 -2.899 2.652
H 2.324 0.684 0.740
H 0.209 1.084 -0.725
H 0.777 2.697 -0.879
H 4.374 2.641 2.236
H 5.180 4.427 1.373
H 5.129 5.182 -0.214
H 3.929 5.695 0.982
H -0.457 2.091 4.468
H -2.946 2.079 2.914
H -2.350 3.514 3.826
H -2.323 1.096 5.458
H -2.998 2.674 5.758
H -4.824 1.098 5.768
H -5.017 2.179 4.407
H -4.404 0.515 4.149
H -3.140 2.818 0.863
H -2.468 4.812 1.977
C -1.649 -2.184 -2.883
N -2.531 -1.621 -1.826
O -3.192 -2.388 -1.156
O -2.534 -0.413 -1.692
H -1.752 -3.260 -2.886
H -1.959 -1.763 -3.830
H -0.631 -1.885 -2.647
C 1.147 -3.302 -6.666
N 0.227 -2.810 -5.615
O 0.204 -1.622 -5.371
O -0.458 -3.639 -5.049
H 1.688 -2.458 -7.075
H 1.819 -4.010 -6.193
H 0.539 -3.784 -7.426
C -3.413 -0.222 -6.946
N -2.762 -1.534 -6.677
O -3.077 -2.123 -5.665
O -1.954 -1.916 -7.496
H -4.101 -0.011 -6.137
H -2.624 0.522 -7.001
H -3.930 -0.306 -7.897
C 1.868 -6.420 -3.091
N 2.494 -6.255 -4.430
O 2.702 -7.244 -5.093
O 2.752 -5.116 -4.770
H 1.694 -7.476 -2.925
H 2.557 -6.010 -2.359
H 0.938 -5.859 -3.102

***

Please write out number 1 again, unchanged.
70
Properties=species:S:1:pos:R:3 method="wB97M-V/def2-TZVPD" de_lowest_kcal_mol=0.0 charge=+3 orbital_gap_ev=5.88 e_lumo_ev=-10.401 e_homo_ev=-16.281 fmax_ev_per_a=3.1
Al -0.859 0.223 0.532
P 0.994 -1.322 -0.601
P -1.031 1.311 -2.230
P -1.263 -1.033 2.499
H -5.276 1.499 1.328
C -4.377 0.971 0.968
C -3.250 1.995 0.948
H -3.507 2.805 1.671
C 0.460 -2.986 -1.174
C 2.254 -1.030 -1.915
C 2.160 -1.805 0.732
C -1.826 2.523 -3.374
C 0.698 1.731 -2.788
C -1.411 -0.180 -3.255
C -2.612 -0.913 3.690
C 0.182 -0.944 3.583
C -1.377 -2.760 1.983
H -4.238 0.171 1.712
H -2.265 1.566 1.367
H 1.362 -3.560 -1.425
H -0.159 -2.895 -2.076
H -0.094 -3.515 -0.389
H 3.007 -1.826 -1.839
H 2.755 -0.064 -1.774
H 1.815 -1.075 -2.919
H 3.027 -2.282 0.254
H 1.696 -2.520 1.423
H 2.505 -0.912 1.272
H -1.287 2.603 -4.333
H -1.848 3.505 -2.889
H -2.867 2.232 -3.564
H 1.189 0.958 -3.397
H 1.346 1.938 -1.925
H 0.690 2.650 -3.391
H -1.636 0.097 -4.293
H -2.309 -0.647 -2.838
H -0.622 -0.940 -3.255
H -2.618 -1.764 4.370
H -3.590 -0.886 3.220
H -2.543 -0.011 4.293
H 0.032 -1.586 4.454
H 0.352 0.082 3.921
H 1.099 -1.247 3.078
H -1.962 -3.335 2.705
H -0.406 -3.236 1.841
H -1.886 -2.843 1.019
C -4.807 0.346 -0.359
C -4.668 -1.030 -0.549
C -4.898 -1.580 -1.808
C -5.248 -0.747 -2.862
C -5.430 0.625 -2.650
C -5.365 1.114 -1.348
S -3.012 3.037 -0.595
H -3.972 3.863 -0.961
H -4.390 -1.700 0.260
H -4.853 -2.662 -1.931
H -5.469 -1.153 -3.851
H -5.661 1.314 -3.463
H -5.706 2.118 -1.103
C 2.785 2.712 0.526
N 2.023 2.794 1.780
C 0.819 2.295 1.985
N 0.288 2.464 3.209
O 0.219 1.594 1.064
H 2.917 1.671 0.151
H 3.790 3.091 0.727
H 2.357 3.347 -0.277
H 2.412 3.302 2.581
H -0.699 2.366 3.347
H 0.792 3.067 3.846